Model 1:
Formula: CH7O3
Source: the Open Molecules 2025 dataset
Level of theory: wB97M-V/def2-TZVPD

Output
E_LUMO: 0.1644 Ha
HOMO: -3.266 eV
Kohn-Sham gap: 7.7 eV

ORCA input file:
```
! wB97M-V def2-TZVPD RIJCOSX def2/J DEFGRID3
* xyz -1 1
C -0.818 1.634 -0.181
H -1.039 2.180 0.748
H -0.357 -1.120 -0.983
O 1.905 -0.246 1.504
H -1.783 1.458 -0.710
H 1.023 0.096 1.157
H 2.556 0.377 1.216
H -0.245 2.313 -0.817
O -0.933 -1.811 -1.381
H -1.623 -1.829 -0.720
O -0.191 0.417 0.030
*
```

---

Model 2:
Formula: CH7O3
Source: the Open Molecules 2025 dataset
Level of theory: wB97M-V/def2-TZVPD

Output
E_LUMO: 0.1616 Ha
HOMO: -3.720 eV
Kohn-Sham gap: 8.1 eV

ORCA input file:
```
! wB97M-V def2-TZVPD RIJCOSX def2/J DEFGRID3
* xyz -1 1
H -0.779 -2.229 -0.855
H 1.813 1.425 0.757
O 0.343 0.477 -0.364
H 0.622 0.092 2.333
H -0.926 -0.826 -1.686
H 1.732 1.985 -0.881
H 0.059 0.035 0.639
C 0.992 1.661 -0.041
O -0.118 -0.353 1.816
H 0.133 2.362 0.211
O -1.301 -1.725 -1.487
*
```

---

model 1 is favored, and the nearest alternative lies 75.0 kJ/mol above it.

---

Model 1:
Formula: C2H4ClNS
Source: the Open Molecules 2025 dataset
Level of theory: wB97M-V/def2-TZVPD

Output
E_LUMO: -0.0251 Ha
HOMO: -8.726 eV
Kohn-Sham gap: 8.0 eV

ORCA input file:
```
! wB97M-V def2-TZVPD RIJCOSX def2/J DEFGRID3
* xyz 0 1
Cl 1.820 -1.147 -0.710
H 0.489 -1.449 1.132
H -1.741 1.382 -0.832
C 0.911 -0.462 0.741
S -0.857 1.118 1.442
N -0.805 0.661 -1.086
H -1.175 -0.376 -2.015
C -0.288 0.256 0.109
H 1.646 0.018 1.219
*
```

---

Model 2:
Formula: C2H4ClNS
Source: the Open Molecules 2025 dataset
Level of theory: wB97M-V/def2-TZVPD

Output
SMILES: NC(=S)CCl
E_LUMO: 0.0278 Ha
HOMO: -8.610 eV
Kohn-Sham gap: 9.4 eV

ORCA input file:
```
! wB97M-V def2-TZVPD RIJCOSX def2/J DEFGRID3
* xyz 0 1
H -0.882 2.082 0.113
H 0.758 1.185 -0.082
Cl 2.107 -0.262 0.009
H 0.363 -1.421 0.898
N -0.239 1.310 -0.026
C 0.450 -0.903 -0.019
S -2.297 -0.466 0.006
H 0.469 -1.627 -0.863
C -0.730 0.102 -0.037
*
```

---

model 2 is favored, and the nearest alternative lies 342.6 kJ/mol above it.

---

Model 1:
Formula: C2H4ClNS
Source: the Open Molecules 2025 dataset
Level of theory: wB97M-V/def2-TZVPD

Output
SMILES: CS/C=N/Cl
E_LUMO: 0.0263 Ha
HOMO: -9.083 eV
Kohn-Sham gap: 9.8 eV

ORCA input file:
```
! wB97M-V def2-TZVPD RIJCOSX def2/J DEFGRID3
* xyz 0 1
H 1.379 -2.023 -0.110
C -1.316 0.746 0.056
H -0.767 1.097 -0.884
H -0.912 1.059 0.981
N 1.316 0.118 0.038
H -2.481 0.776 0.061
C 0.784 -0.996 -0.150
Cl 2.942 0.395 0.026
S -0.945 -1.171 -0.019
*
```

---

Model 2:
Formula: C2H4ClNS
Source: the Open Molecules 2025 dataset
Level of theory: wB97M-V/def2-TZVPD

Output
E_LUMO (alpha / beta): -0.0280 / -0.0377 Ha
HOMO (alpha / beta): -8.683 / -7.637 eV
Kohn-Sham gap (alpha / beta): 7.9 / 6.6 eV

ORCA input file:
```
! wB97M-V def2-TZVPD RIJCOSX def2/J DEFGRID3
* xyz 0 1
H -1.487 1.361 -0.510
H 0.702 -1.586 1.521
N -0.745 -0.051 0.465
H 0.161 1.102 -1.216
Cl -1.679 -1.279 -0.404
C 1.173 -1.380 0.594
C -0.446 1.129 -0.339
S 2.307 -1.214 -0.471
H 0.014 1.918 0.360
*
```

---

model 1 is favored, and the nearest alternative lies 308.0 kJ/mol above it.

---

Model 1:
Formula: C4H15N2O2S
Source: the Open Molecules 2025 dataset
Level of theory: wB97M-V/def2-TZVPD

Output
E_LUMO: 0.1295 Ha
HOMO: -3.088 eV
Kohn-Sham gap: 6.6 eV

ORCA input file:
```
! wB97M-V def2-TZVPD RIJCOSX def2/J DEFGRID3
* xyz -1 1
C -1.659 -1.244 -0.662
H -0.381 -1.154 1.809
H -2.390 -0.162 -2.333
C -1.481 0.275 2.661
S 0.249 1.202 -1.852
C -1.140 -0.116 0.260
O 2.941 1.464 0.305
H 2.741 1.398 -0.651
H -0.590 0.952 2.798
H -0.996 -0.782 -2.643
N -1.298 -0.741 1.594
H 0.911 -0.600 -0.194
H 2.192 1.912 0.666
H -2.510 -1.656 -0.136
H 1.751 -1.425 1.141
H 3.176 -0.843 1.018
N -1.874 -0.988 -2.114
H -0.843 -2.047 -0.669
C 0.243 0.313 -0.166
H 0.864 1.019 0.445
H -1.559 -0.223 3.639
O 2.680 -1.553 1.390
H -2.351 0.837 2.308
H -1.777 0.809 0.153
*
```

---

Model 2:
Formula: C4H15N2O2S
Source: the Open Molecules 2025 dataset
Level of theory: wB97M-V/def2-TZVPD

Output
E_LUMO: 0.1291 Ha
HOMO: -3.121 eV
Kohn-Sham gap: 6.6 eV

ORCA input file:
```
! wB97M-V def2-TZVPD RIJCOSX def2/J DEFGRID3
* xyz -1 1
O -2.965 0.723 -1.652
H 2.579 0.126 -0.916
H -1.262 3.291 -2.287
N 2.036 -0.930 0.926
H 2.359 -1.815 1.133
H 0.744 1.255 0.006
O -1.546 3.009 -1.347
N 3.683 0.929 0.640
C 2.961 -0.191 -0.042
C -0.359 -1.195 -0.277
H -0.387 -0.411 -0.974
S -2.064 -1.792 0.358
H 0.139 -0.931 1.888
C 0.605 -0.630 0.952
H -0.667 1.055 0.710
H -2.113 2.128 -1.591
H -2.941 0.113 -0.846
H 3.689 -1.030 -0.145
H 3.851 0.675 1.564
H 0.668 1.354 1.858
H 0.284 -2.037 -0.649
C 0.351 0.864 0.898
H -2.282 0.210 -2.203
H 3.062 1.763 0.567
*
```

---

model 1 is favored, and the nearest alternative lies 44.1 kJ/mol above it.

---

Model 1:
Formula: C6H6NO
Source: the Open Molecules 2025 dataset
Level of theory: wB97M-V/def2-TZVPD

Output
E_LUMO (alpha / beta): -0.2107 / -0.2107 Ha
HOMO (alpha / beta): -13.627 / -13.628 eV
Kohn-Sham gap (alpha / beta): 7.9 / 7.9 eV

ORCA input file:
```
! wB97M-V def2-TZVPD RIJCOSX def2/J DEFGRID3
* xyz 1 1
C -0.697 1.889 -0.089
H -2.474 -1.709 -0.360
H 1.610 -1.543 -0.456
H 2.430 0.570 0.234
C 1.344 0.359 0.159
C 0.834 -0.877 -0.147
O -2.772 0.539 0.071
H -1.168 2.821 -0.196
C -1.783 1.060 -0.135
C -1.427 -1.760 0.155
N -0.474 -1.069 -0.144
H 1.356 2.477 0.333
H -1.469 -2.576 1.032
C 0.672 1.554 0.095
*
```

---

Model 2:
Formula: C6H6NO
Source: the Open Molecules 2025 dataset
Level of theory: wB97M-V/def2-TZVPD

Output
E_LUMO (alpha / beta): -0.2440 / -0.2645 Ha
HOMO (alpha / beta): -14.449 / -14.833 eV
Kohn-Sham gap (alpha / beta): 7.8 / 7.6 eV

ORCA input file:
```
! wB97M-V def2-TZVPD RIJCOSX def2/J DEFGRID3
* xyz 1 1
C -0.595 0.828 -0.912
C -0.789 -0.458 0.695
H -0.584 -1.276 1.386
C -1.846 1.206 -0.527
H -2.272 2.075 -0.846
C 2.068 0.066 0.003
H -2.476 0.941 1.580
O 1.798 0.535 1.082
N -0.143 -0.394 -0.454
H 3.092 0.040 -0.344
C -1.785 0.594 0.727
H 1.146 -1.857 -0.055
H 1.269 -1.278 -1.671
C 1.116 -1.021 -0.665
*
```

---

model 1 is favored, and the nearest alternative lies 220.3 kJ/mol above it.

---

Model 1:
Formula: C9H10
Source: the Open Molecules 2025 dataset
Level of theory: wB97M-V/def2-TZVPD

Output
E_LUMO: 0.0192 Ha
HOMO: -8.286 eV
Kohn-Sham gap: 8.8 eV

ORCA input file:
```
! wB97M-V def2-TZVPD RIJCOSX def2/J DEFGRID3
* xyz 0 1
C -0.324 -1.646 0.408
H 2.161 0.207 -0.833
H -0.389 -3.304 1.601
C -0.061 3.235 -1.190
C -1.232 -0.630 0.644
C -0.892 0.774 0.296
C 0.803 2.363 -0.641
H -1.349 1.658 0.330
H 0.240 4.532 -1.583
C 0.460 1.099 -0.267
H 1.583 -2.142 -0.055
H -1.866 -3.298 0.625
H 0.342 -3.563 0.190
C 1.029 -1.314 -0.027
H 1.875 2.898 -0.160
C 1.342 -0.039 -0.366
H -1.004 2.878 -1.145
H -2.077 -0.654 1.349
C -0.641 -3.055 0.822
*
```

---

Model 2:
Formula: C9H10
Source: the Open Molecules 2025 dataset
Level of theory: wB97M-V/def2-TZVPD

Output
E_LUMO: 0.0293 Ha
HOMO: -7.931 eV
Kohn-Sham gap: 8.7 eV

ORCA input file:
```
! wB97M-V def2-TZVPD RIJCOSX def2/J DEFGRID3
* xyz 0 1
H 2.771 0.713 0.473
H -2.283 -0.020 1.173
C -1.003 -1.358 0.057
C 1.063 0.142 -0.678
C -0.221 -1.384 1.322
H 2.546 -1.028 0.345
C -1.616 -0.017 0.314
H -1.715 0.524 -1.761
H -0.795 -1.472 2.237
C 2.466 -0.088 -0.194
H 0.684 -1.981 1.348
C 0.297 -0.949 -1.164
H -1.859 1.881 -0.640
H 0.887 1.114 -1.128
C -0.558 -1.899 -1.248
C -0.179 0.043 0.813
H -3.223 0.780 -0.871
C -2.138 0.843 -0.811
H 3.146 -0.120 -1.044
*
```

---

model 1 is favored, and the nearest alternative lies 11.8 kJ/mol above it.

---

Model 1:
Formula: C4H7O2
Source: the Open Molecules 2025 dataset
Level of theory: wB97M-V/def2-TZVPD

Output
E_LUMO: -0.1804 Ha
HOMO: -17.128 eV
Kohn-Sham gap: 12.2 eV

ORCA input file:
```
! wB97M-V def2-TZVPD RIJCOSX def2/J DEFGRID3
* xyz 1 1
C 1.882 -0.727 0.525
H 2.401 -1.003 -0.414
C -1.531 0.247 0.399
O -0.501 -0.468 -0.317
C 0.894 0.250 0.018
H -1.003 1.144 -1.574
H -2.174 -0.387 -1.590
H -2.251 -0.238 1.034
H -0.968 1.060 0.920
H 2.461 -0.104 1.222
O 0.815 1.507 -0.237
C -1.465 0.286 -1.032
H 1.441 -1.567 1.046
*
```

---

Model 2:
Formula: C4H7O2
Source: the Open Molecules 2025 dataset
Level of theory: wB97M-V/def2-TZVPD

Output
E_LUMO: -0.2017 Ha
HOMO: -12.866 eV
Kohn-Sham gap: 7.4 eV

ORCA input file:
```
! wB97M-V def2-TZVPD RIJCOSX def2/J DEFGRID3
* xyz 1 1
C -2.143 0.415 0.298
H 3.080 1.327 -1.000
O -2.231 1.414 0.787
H -1.360 -0.701 -1.171
H 2.833 1.317 0.812
C 2.444 0.908 -0.154
H -2.912 -1.328 -0.464
H -1.520 -1.691 0.368
H 0.762 0.003 -1.233
O 0.623 -0.477 0.734
H 1.006 -0.487 1.611
C -1.972 -0.780 -0.312
C 1.390 0.080 -0.276
*
```

---

model 2 is favored, and the nearest alternative lies 26.3 kJ/mol above it.